A) 18
Properties=species:S:1:pos:R:3 method="wB97M-V/def2-TZVPD" charge=+1 homo_lumo_gap_ev=10.48 smiles=N[C@H]1[C@H](N)[NH2+][C@@H]1N lumo_energy_ha=-0.1083 homo_ev=-13.4
N 0.2250 2.1798 -0.1757
C 0.0777 0.8406 0.2589
C -1.0764 -0.0572 -0.2973
N -2.1417 -0.3189 0.5195
N -0.0223 -1.2280 -0.5323
C 1.1562 -0.1237 -0.2859
N 2.1717 -0.5055 0.5216
H 0.1151 2.3041 -1.1732
H -0.3617 2.8342 0.3213
H 0.0698 0.8261 1.3519
H -1.3999 0.2522 -1.2927
H -2.9389 -0.8056 0.1431
H -1.9649 -0.5073 1.4930
H -0.0460 -1.9270 0.2125
H -0.0418 -1.7042 -1.4342
H 1.4904 0.1493 -1.2862
H 2.0463 -0.5545 1.5172
H 3.0017 -0.9316 0.1506

***

B) 18
Properties=species:S:1:pos:R:3 method="wB97M-V/def2-TZVPD" charge=+1 homo_lumo_gap_ev=8.83 smiles="CNN(N)/C=C/[NH3+]" lumo_energy_ha=-0.1273 homo_ev=-12.3
C 2.2023 -1.3728 1.1420
N 1.6567 -0.5657 0.0601
N 0.5451 0.2322 0.2617
N 0.5380 1.3543 1.0649
C -0.3913 -0.1544 -0.5727
C -1.4965 0.7029 -0.9188
N -2.7779 0.2562 -1.4368
H 1.3275 -1.9346 1.6712
H 2.8253 -2.1281 0.7881
H 2.7614 -0.8644 1.8949
H 2.5061 0.0609 -0.3446
H 0.8055 1.2260 2.0083
H 0.8537 2.2282 0.5968
H -0.2017 -1.1408 -0.8898
H -1.5699 1.6816 -0.4117
H -2.6835 -0.6034 -1.9019
H -3.2424 0.7714 -2.1975
H -3.6584 0.2507 -0.8143

***

C) 18
Properties=species:S:1:pos:R:3 method="wB97M-V/def2-TZVPD" charge=+1 homo_lumo_gap_ev=9.08 lumo_energy_ha=-0.1184 homo_ev=-12.3
C -1.5935 0.7185 0.0980
C 0.2585 -2.2745 0.0733
C 2.8386 1.3610 0.3445
N -1.2793 -0.5632 -0.2071
N -2.8390 1.2405 0.1642
N 2.0015 1.0418 -0.5333
N -0.0171 -0.9019 -0.4184
H -0.6401 1.2031 0.2960
H -0.0537 -2.4835 1.1505
H -0.2815 -2.9368 -0.5237
H 1.2909 -2.3767 0.1730
H 2.5345 0.8909 1.3086
H 3.5651 2.0973 0.0471
H -3.0166 2.1624 0.2963
H -3.5992 0.7007 -0.0350
H 2.0963 1.4947 -1.5194
H -1.9189 -1.3490 -0.4317
H 0.6536 -0.0252 -0.2827

***

Stability order, top to bottom: A), C), B)

***

A) 12
Properties=species:S:1:pos:R:3 method="wB97M-V/def2-TZVPD" homo_lumo_gap_ev=9.53 smiles="NCC(=O)NO" lumo_energy_ha=0.0174 homo_ev=-9.1
N 1.3173 0.0825 1.1276
C 0.0083 0.6044 0.8624
C -0.3389 0.8031 -0.7260
O -0.4534 1.7699 -1.3904
N -0.8068 -0.4464 -1.2068
O -0.2596 -1.5383 -0.5535
H 1.3507 -0.9702 0.9466
H 1.8853 0.5471 0.4950
H -0.6801 -0.1507 1.3640
H 0.0325 1.7113 1.2163
H -0.9784 -0.6238 -2.2123
H -1.0769 -1.7889 0.0770

***

B) 12
Properties=species:S:1:pos:R:3 method="wB97M-V/def2-TZVPD" homo_lumo_gap_ev=9.99 smiles="CC(=O)N(N)O" lumo_energy_ha=0.0279 homo_ev=-9.2
C 0.3524 1.5340 -0.8950
C 0.5104 0.0630 -0.6355
O 1.3541 -0.6338 -1.1797
N -0.2199 -0.4560 0.4379
N -0.0821 -1.7472 0.8716
O -1.3389 0.2022 1.0868
H 1.3606 1.9305 -0.6266
H 0.1255 1.8922 -1.9702
H -0.3702 2.0025 -0.0450
H -0.1100 -2.5360 0.1761
H 0.5514 -1.8860 1.6141
H -2.1333 -0.3654 1.1654

***

Stability order, top to bottom: A), B)

***

A) 12
Properties=species:S:1:pos:R:3 method="wB97M-V/def2-TZVPD" homo_lumo_gap_ev="8.87 / 8.87" smiles="[O-]/[NH+]=C1/CO1.N" lumo_energy_ha="0.0255 / 0.0255" homo_ev="-8.2 / -8.2"
O -3.7929 -0.4498 -0.4822
N -2.8827 0.0048 0.1702
C -1.5906 -0.2259 0.1589
C -0.2873 0.1145 0.5977
O -0.5595 -0.9824 -0.2583
H -2.9911 0.7676 1.0004
H 0.1885 0.9749 0.2028
H -0.0149 -0.2001 1.5901
N 2.7500 0.0283 -0.6161
H 2.9878 -0.9491 -0.7205
H 3.4719 0.4777 -0.0968
H 2.7208 0.4394 -1.5462

***

B) 12
Properties=species:S:1:pos:R:3 method="wB97M-V/def2-TZVPD" homo_lumo_gap_ev="9.67 / 9.67" lumo_energy_ha="0.0007 / 0.0007" homo_ev="-9.6 / -9.7"
C -1.7571 0.9227 -0.0763
C 1.6721 -0.7772 0.4072
N -1.7761 -0.4733 -0.2864
N -0.8539 -1.2456 -0.0637
O -0.5415 -2.3757 -0.1561
O 0.5121 -0.0682 0.4228
H -2.7451 1.3448 -0.1340
H -1.0222 1.3665 -0.7493
H -1.3096 1.0184 0.9328
H 2.1198 -0.5727 -0.5501
H 1.4129 -1.8651 0.3482
H 2.1897 -0.7734 1.2876

***

Stability order, top to bottom: A), B)